Record 1
Formula: C5H9Cl2F
Source: OMol25
Level of theory: the ωB97M-V functional and the def2-TZVPD basis

```
17
Properties=species:S:1:pos:R:3:forces:R:3
C -0.929 1.191 0.474 -0.755 -0.611 -2.248
C 1.361 0.572 -0.666 -1.675 0.433 -1.292
C -0.725 -0.743 -1.188 0.156 2.665 2.416
C 0.031 0.079 -0.095 0.275 -1.291 1.723
C 0.237 -1.027 1.308 0.831 1.563 -4.398
F -1.000 -1.384 1.589 -0.860 -0.273 1.175
Cl 1.110 -2.533 0.814 -0.113 0.513 0.215
Cl 1.084 -0.217 2.583 -0.066 0.009 0.582
H -0.583 2.243 0.267 -0.312 -1.156 0.447
H -1.183 0.986 1.500 0.140 0.474 0.435
H -1.912 0.993 -0.105 1.339 0.851 0.965
H 1.913 1.097 0.017 1.322 1.389 2.158
H 1.196 1.340 -1.480 -0.108 -1.079 0.551
H 2.022 -0.196 -1.008 0.058 -0.758 -0.506
H -0.021 -1.458 -1.528 -0.108 -1.007 -0.813
H -1.613 -1.028 -0.623 -0.115 -0.908 -0.850
H -0.988 0.086 -1.858 -0.008 -0.815 -0.559
```
Positions in Å, forces in eV/Å.

Output
Total charge = 0
Relative energy (zero: lowest compared OMol25 entry of this formula, charge and spin) = 29.8 kcal/mol
LUMO energy = 0.71 eV
E_HOMO = -0.3791 Eh
Spin multiplicity = 1
SMILES = CC(C)(C)C(F)(Cl)Cl

Mulliken atomic charge list, values in e, 5 entries:
1 C -1.17
2 C -1.83
3 C -1.72
4 C 1.07
5 C 0.50

---

Record 2
Formula: C25H50N3O6
Source: OMol25
Level of theory: the ωB97M-V functional and the def2-TZVPD basis

```
84
Properties=species:S:1:pos:R:3:forces:R:3
C -10.981 4.850 1.751 0.728 -0.475 0.810
C -9.809 4.626 2.853 0.183 0.737 -0.614
C -8.585 5.647 2.668 0.221 -0.238 -0.322
C -7.766 5.426 1.281 -0.132 -0.532 0.343
C -6.363 4.716 1.576 0.592 0.530 -0.837
C -5.384 4.647 0.293 -0.018 -0.671 -0.029
C -3.884 4.182 0.704 -0.702 0.867 -0.020
C -2.901 4.085 -0.587 -1.054 0.482 0.367
C -2.623 2.578 -1.064 0.587 0.233 -0.414
C -1.058 2.286 -1.401 -0.058 1.251 0.076
C -0.276 1.544 -0.214 -0.783 0.284 0.233
C -0.119 -0.039 -0.396 -0.873 0.236 -0.416
C 0.838 -0.498 -1.596 0.522 0.638 0.413
C 2.377 -0.761 -1.141 -0.856 3.264 -0.006
C 2.907 0.536 -0.333 0.338 0.000 0.124
C 4.425 0.426 0.156 -0.746 -0.382 0.486
O 5.388 0.914 -0.833 0.855 -1.562 1.588
C 6.666 0.506 -0.281 0.691 3.168 1.596
O 7.298 1.312 0.410 -1.868 -3.230 -2.541
N 2.526 -1.924 -0.215 -0.725 -3.018 -2.156
C 2.654 -3.193 -0.910 0.603 1.749 -0.410
N 1.918 -4.277 -0.612 1.688 0.372 -1.464
O 1.011 -4.262 0.411 0.233 0.651 1.014
C 2.020 -5.584 -1.361 0.726 -1.730 0.577
C 0.843 -6.620 -0.988 0.319 -0.068 -1.007
O 1.023 -7.264 0.297 0.236 1.036 -0.719
N 3.666 -3.240 -1.995 -1.488 1.077 2.927
C 4.886 -4.002 -1.568 0.863 -1.227 -0.320
C 5.334 -3.794 -0.042 0.637 -0.162 -0.779
O 6.799 -3.740 -0.053 -1.897 -1.582 0.923
C 7.374 -4.991 0.396 2.958 -0.517 0.574
C 8.822 -4.608 1.036 -1.211 0.592 0.162
C 4.161 -1.845 -2.291 1.166 0.806 -1.580
O 3.124 -0.862 -2.362 0.473 -2.155 1.400
H -11.618 3.893 1.775 0.644 1.712 -0.229
H -11.581 5.788 2.003 0.665 -1.402 -0.356
H -10.521 4.982 0.716 -0.691 -0.257 1.371
H -10.214 4.779 3.922 0.507 -0.539 -1.700
H -9.380 3.566 2.714 -0.726 1.518 0.439
H -8.904 6.744 2.705 0.120 -1.549 0.081
H -7.879 5.478 3.555 -0.839 0.322 -1.266
H -7.651 6.438 0.741 0.108 -1.631 0.836
H -8.350 4.734 0.576 0.671 1.063 0.970
H -6.503 3.637 1.947 0.048 1.680 -0.242
H -5.826 5.357 2.363 -0.695 -1.143 -0.921
H -5.751 3.880 -0.490 0.267 1.125 1.236
H -5.395 5.658 -0.244 0.292 -1.292 0.830
H -3.964 3.194 1.273 0.201 1.215 -0.846
H -3.527 4.969 1.463 -0.214 -1.183 -1.145
H -3.468 4.643 -1.424 1.062 -0.854 1.163
H -1.964 4.702 -0.379 -1.022 -1.108 -0.286
H -3.248 2.423 -2.020 0.888 -0.147 1.694
H -2.918 1.871 -0.221 0.053 0.754 -1.290
H -0.580 3.334 -1.495 -0.620 -1.659 -0.026
H -0.929 1.802 -2.430 -0.180 0.392 1.532
H -0.912 1.701 0.738 1.047 -0.220 -1.381
H 0.695 2.109 -0.034 -1.075 -1.067 -0.237
H -1.173 -0.436 -0.653 1.594 0.588 0.511
H 0.136 -0.477 0.627 -0.101 0.301 -1.300
H 0.888 0.381 -2.337 0.025 -1.412 1.000
H 0.404 -1.387 -2.159 0.758 0.948 0.788
H 2.770 1.451 -1.003 0.331 -1.297 0.817
H 2.281 0.749 0.613 0.861 -0.641 -1.511
H 4.518 1.012 1.129 0.085 -0.579 -1.337
H 4.697 -0.669 0.414 -0.593 1.515 -0.296
H 6.969 -0.572 -0.503 -0.349 1.247 0.182
H 1.716 -1.891 0.420 0.376 -0.280 -0.302
H 1.494 -4.334 1.277 -0.354 0.017 -0.971
H 2.992 -6.079 -0.986 -1.412 0.585 -0.616
H 2.153 -5.442 -2.484 -0.477 0.265 1.570
H 0.915 -7.465 -1.768 -0.016 1.364 1.120
H -0.199 -6.161 -1.118 1.518 -0.454 0.485
H 1.613 -6.746 0.878 -0.588 -0.357 -0.543
H 5.780 -3.668 -2.216 -1.582 -0.350 0.913
H 4.721 -5.110 -1.840 0.362 1.689 0.659
H 5.004 -2.806 0.424 0.098 -1.368 -0.805
H 4.938 -4.693 0.549 0.654 1.385 -0.478
H 7.615 -5.722 -0.461 -0.912 1.115 1.033
H 6.798 -5.511 1.230 0.274 0.751 -1.292
H 9.218 -3.709 0.449 -0.314 -1.468 0.760
H 8.624 -4.246 2.111 0.542 -0.604 -1.608
H 9.545 -5.487 1.032 -0.993 1.239 -0.035
H 4.613 -1.904 -3.350 -0.837 0.074 1.636
H 5.049 -1.539 -1.617 -1.669 -0.427 -0.587
```
Positions in Å, forces in eV/Å.

Output
Total charge = +1
Relative energy (zero: lowest compared OMol25 entry of this formula, charge and spin) = 113.2 kcal/mol
LUMO energy = -3.63 eV
E_HOMO = -0.4258 Eh
Spin multiplicity = 1
SMILES = CCCCCCCCCCCCC[C@@]1(CCOC=O)NC(N(O)CCO)=[N+](CCOCC)CO1

Mulliken atomic charge list, values in e, 5 entries:
1 C -0.90
2 C -0.51
3 C -0.61
4 C -0.42
5 C -0.65

---

Record 3
Formula: C2H6O2
Source: OMol25
Level of theory: the ωB97M-V functional and the def2-TZVPD basis

```
10
Properties=species:S:1:pos:R:3:forces:R:3
C -6.507 1.673 2.964 -0.122 -0.846 -1.266
H -7.395 1.864 2.362 -0.056 -0.265 -0.184
H -5.834 2.500 2.715 0.263 -0.559 0.313
H -6.854 1.705 3.967 0.054 0.175 1.037
H -6.135 0.624 2.749 -0.139 1.495 0.100
O 3.230 -0.297 -2.142 1.337 0.810 -0.947
C 3.181 -0.802 -1.077 -2.682 -1.912 0.347
O 1.879 -0.906 -0.505 2.305 -0.471 0.108
H 3.957 -1.488 -0.634 -0.621 1.185 0.301
H 1.345 -0.802 -1.304 -0.339 0.388 0.191
```
Positions in Å, forces in eV/Å.

Output
Total charge = 0
Relative energy (zero: lowest compared OMol25 entry of this formula, charge and spin) = 13.7 kcal/mol
LUMO energy = 0.88 eV
E_HOMO = -0.4097 Eh
Spin multiplicity = 1
SMILES = O=CO.C

Mulliken atomic charge list, values in e, 5 entries:
1 C -0.89
2 H 0.23
3 H 0.22
4 H 0.24
5 H 0.20

---

Record 4
Formula: C5H10N
Source: OMol25
Level of theory: the ωB97M-V functional and the def2-TZVPD basis

```
16
Properties=species:S:1:pos:R:3:forces:R:3
C 0.611 0.374 -0.791 -0.214 -3.572 0.786
C 0.950 -1.004 0.079 -0.893 3.849 -2.966
C -0.409 -0.443 -0.023 0.624 1.721 0.409
C 1.122 1.652 -0.289 0.364 0.131 1.680
C -1.558 -0.190 0.833 -1.213 0.214 0.917
N -0.110 -1.726 -0.579 -0.022 -2.087 -2.375
H 0.651 0.206 -1.864 -0.010 -0.050 -0.016
H 1.754 -1.392 0.620 0.744 -0.485 1.074
H 0.916 2.454 -0.985 0.598 0.142 -0.129
H 2.156 1.469 0.045 0.069 0.768 -0.919
H 0.681 1.935 0.666 -0.519 0.017 0.007
H -1.353 0.277 1.781 0.464 -0.093 0.360
H -2.099 -1.086 0.966 0.079 -1.810 0.992
H -2.461 0.292 0.508 0.270 1.367 -1.391
H -0.252 -2.008 -1.575 0.772 0.983 0.335
H -0.277 -2.545 -0.058 -1.114 -1.094 1.238
```
Positions in Å, forces in eV/Å.

Output
Total charge = +1
Relative energy (zero: lowest compared OMol25 entry of this formula, charge and spin) = 69.0 kcal/mol
LUMO energy = -3.24 eV
E_HOMO = -0.5552 Eh
Spin multiplicity = 1
SMILES = C[C@H]1[C@@H]2[NH2+][C@]12C

Mulliken atomic charge list, values in e, 5 entries:
1 C 0.12
2 C -0.35
3 C 0.66
4 C -1.41
5 C -1.45

---

Record 5
Formula: C12H24AlN2O3S3
Source: OMol25
Level of theory: the ωB97M-V functional and the def2-TZVPD basis

```
45
Properties=species:S:1:pos:R:3:forces:R:3
C 1.249 2.704 1.248 -0.149 0.131 0.098
C 2.238 2.431 0.125 0.021 0.487 0.135
N 3.530 1.943 0.598 0.249 -0.555 -0.441
C 3.438 0.642 1.275 -0.818 -0.314 1.069
O 2.474 -0.250 0.797 0.319 0.145 -1.258
Al 3.303 -0.879 -0.711 -0.206 -0.126 0.537
C 2.494 -2.526 -1.514 0.189 0.301 0.489
C 1.164 -2.220 -2.216 0.185 -0.765 0.530
C 0.145 -1.914 -1.130 0.015 0.677 -0.114
S -1.336 -1.143 -1.818 -0.376 0.090 -0.123
C -2.284 -0.762 -0.428 0.884 -0.320 0.308
S -1.793 -1.102 1.096 -0.178 0.061 0.132
N -3.522 -0.136 -0.744 0.031 -0.432 0.036
C -4.654 -1.035 -0.392 -0.135 0.361 -0.446
C -5.487 -0.454 0.716 0.058 -0.376 0.093
O -6.043 0.779 0.322 -0.208 0.090 -0.035
C -5.071 1.677 -0.200 0.325 0.193 -0.002
C -3.642 1.172 -0.102 -0.407 0.111 0.097
O 4.881 -0.963 0.184 0.055 0.340 -0.831
C 4.818 -0.102 1.252 -0.901 0.018 -0.157
S 4.775 -1.077 2.805 0.115 0.132 0.809
H 1.419 2.093 2.126 0.040 -0.244 0.065
H 0.235 2.515 0.915 -0.225 -0.107 -0.068
H 1.281 3.741 1.569 0.143 0.216 0.117
H 1.781 1.793 -0.626 0.007 -0.389 -0.040
H 2.433 3.380 -0.370 0.099 0.132 -0.206
H 4.099 1.790 -0.234 0.002 0.165 0.002
H 3.131 0.869 2.301 0.329 0.017 0.252
H 3.236 0.316 -1.797 0.150 -0.025 -0.273
H 3.166 -3.076 -2.167 0.181 0.022 -0.281
H 2.280 -3.215 -0.695 -0.014 -0.193 0.167
H 0.849 -3.129 -2.724 -0.271 0.084 -0.544
H 1.266 -1.396 -2.915 -0.061 0.139 -0.212
H -0.138 -2.793 -0.565 -0.096 -0.256 0.045
H 0.574 -1.211 -0.419 -0.059 0.177 0.189
H -5.271 -1.141 -1.281 -0.214 -0.011 -0.119
H -4.328 -2.030 -0.119 0.397 -0.148 0.107
H -4.902 -0.360 1.629 0.208 0.098 0.147
H -6.286 -1.152 0.941 -0.399 0.099 -0.031
H -5.138 2.597 0.374 -0.011 0.238 0.032
H -5.286 1.914 -1.239 -0.305 -0.122 -0.217
H -3.355 1.165 0.950 0.212 -0.227 0.117
H -2.990 1.868 -0.619 0.126 0.164 -0.057
H 5.565 0.692 1.233 0.591 -0.314 0.231
H 5.704 -2.017 2.573 0.103 0.235 -0.347
```
Positions in Å, forces in eV/Å.

Output
Total charge = -1
LUMO energy = 2.40 eV
E_HOMO = -0.1921 Eh
Spin multiplicity = 1

Mulliken atomic charge list, values in e, 5 entries:
1 C -0.97
2 C -0.17
3 N -0.50
4 C -0.54
5 O -0.46

---

Record 6
Formula: C16H14BCoF5N6
Source: OMol25
Level of theory: the ωB97M-V functional and the def2-TZVPD basis

```
43
Properties=species:S:1:pos:R:3:forces:R:3
H 2.182 -1.252 -0.790 -0.047 0.060 0.091
N 0.651 0.138 -1.297 1.060 -0.650 -2.057
B -0.976 1.617 -2.534 0.404 -0.824 0.482
N 0.257 0.676 -2.511 0.648 -0.541 0.865
C 1.041 0.215 -3.498 -0.008 -0.050 0.348
Co -0.386 0.772 0.408 3.494 -5.313 -1.448
H 0.859 0.553 -4.511 0.175 -0.190 0.130
C 1.973 -0.650 -2.941 -0.074 -0.006 0.110
H 2.750 -1.188 -3.450 0.049 -0.039 -0.099
C 1.695 -0.684 -1.561 -1.238 1.250 -0.949
H -1.256 2.012 -3.628 0.037 0.068 0.057
C -0.963 1.434 2.276 -1.398 0.308 1.098
H 0.085 1.207 2.550 -0.611 0.146 -0.377
H -1.595 0.852 2.969 0.280 0.362 -0.153
H -1.117 2.511 2.411 -0.345 -0.346 0.058
N -0.606 2.752 -1.542 0.235 0.234 1.775
N -2.121 0.756 -1.914 -0.031 -0.472 1.442
N -0.241 2.407 -0.230 0.960 6.035 -2.587
N -1.945 0.290 -0.619 -2.694 -0.641 -1.619
C -0.498 4.078 -1.690 0.030 -0.611 0.402
C -3.288 0.300 -2.392 0.110 0.120 0.382
H -0.788 4.525 -2.626 0.080 0.116 0.026
H -3.592 0.562 -3.399 -0.011 -0.110 0.247
C -0.023 4.630 -0.504 0.114 0.008 0.125
C -3.913 -0.447 -1.398 0.080 0.007 -0.005
C 0.151 3.561 0.381 -1.028 -0.338 -1.845
C -3.047 -0.436 -0.298 0.740 1.117 -1.334
H 0.152 5.672 -0.301 0.062 -0.027 -0.050
H -4.874 -0.923 -1.445 -0.063 -0.074 -0.103
H 0.482 3.576 1.401 0.108 -0.095 0.080
H -3.161 -0.877 0.677 0.102 -0.030 -0.041
H -1.485 1.157 1.183 -1.966 1.532 4.350
F -1.401 -2.058 1.655 0.281 0.232 0.013
C -0.072 -1.837 1.879 0.819 -0.266 0.504
C 0.565 -0.717 1.362 0.958 -1.201 0.476
C 1.921 -0.622 1.666 0.016 -0.722 0.714
F 2.654 0.465 1.262 -0.431 -0.411 0.041
C 2.612 -1.568 2.447 -0.096 0.451 -0.262
F 3.928 -1.412 2.713 -0.578 -0.126 -0.050
C 1.916 -2.648 2.988 -0.085 0.152 0.072
F 2.524 -3.507 3.832 -0.213 0.325 -0.479
C 0.558 -2.782 2.706 -0.304 0.305 -0.189
F -0.157 -3.777 3.269 0.378 0.254 -0.242
```
Positions in Å, forces in eV/Å.

Output
Total charge = 0
Relative energy (zero: lowest compared OMol25 entry of this formula, charge and spin) = 0.0 kcal/mol
LUMO energy (alpha / beta) = 0.52 / -0.37 eV
E_HOMO (alpha / beta) = -0.2876 / -0.3252 Eh
Spin multiplicity = 4

Mulliken atomic charge list, values in e, 5 entries:
1 H 0.41
2 N 0.17
3 B -0.06
4 N -0.04
5 C -0.10

---

Record 7
Formula: C5H7BO3S
Source: OMol25
Level of theory: the ωB97M-V functional and the def2-TZVPD basis

```
17
Properties=species:S:1:pos:R:3:forces:R:3
B -1.208 0.896 -0.016 -1.638 -0.667 -1.559
C 2.329 -0.997 0.445 0.029 0.747 0.446
C 2.873 0.192 0.578 0.876 3.087 0.059
C -2.058 -0.150 0.993 0.113 3.365 0.637
C 0.914 -0.857 0.123 -0.326 -1.269 -2.368
C 0.486 0.511 -0.140 -2.747 -1.027 1.057
O -1.746 -1.213 1.415 0.349 -2.197 0.488
O -1.435 2.228 0.478 0.888 0.352 -1.217
O -1.929 0.667 -1.355 3.378 -2.150 1.353
S 1.650 1.518 0.281 1.870 0.320 0.334
H 2.859 -1.911 0.553 0.159 -0.626 0.080
H 3.851 0.662 0.791 -0.413 -1.182 -0.061
H -3.008 0.387 1.455 0.864 -0.834 -0.978
H 0.664 -1.535 -0.711 -0.152 0.212 -0.156
H 0.171 -1.230 0.799 -0.713 -0.556 1.277
H -1.206 2.747 -0.325 -0.369 0.178 0.974
H -2.535 1.333 -1.487 -2.166 2.246 -0.366
```
Positions in Å, forces in eV/Å.

Output
Total charge = 0
Relative energy (zero: lowest compared OMol25 entry of this formula, charge and spin) = 71.9 kcal/mol
LUMO energy (alpha / beta) = -0.98 / -0.98 eV
E_HOMO (alpha / beta) = -0.2992 / -0.2992 Eh
Spin multiplicity = 1

Mulliken atomic charge list, values in e, 5 entries:
1 B 0.52
2 C -0.50
3 C -0.34
4 C 0.05
5 C -0.32

---

Record 8
Formula: C4H15N3O
Source: OMol25
Level of theory: the ωB97M-V functional and the def2-TZVPD basis

```
23
Properties=species:S:1:pos:R:3:forces:R:3
C 0.701 -0.384 -0.720 1.760 0.146 0.134
N 0.340 -1.748 -0.257 -1.289 0.880 -0.393
C -1.055 -2.140 -0.236 1.423 -0.788 1.230
N -1.573 -2.695 -1.576 2.437 3.011 2.200
C -0.047 0.763 -0.057 -0.684 0.360 1.025
N 0.530 1.116 1.223 0.628 0.932 -0.131
C -0.027 2.396 1.636 0.125 -0.614 0.066
H 1.750 -0.358 -0.339 -0.649 0.764 -0.535
H 0.785 -0.190 -1.822 -0.476 -0.627 0.554
H 0.916 -2.411 -0.751 -0.108 -0.296 -0.024
H -1.648 -1.300 0.156 0.236 -0.081 -0.497
H -1.149 -2.827 0.615 -0.141 -0.751 -0.530
H -2.112 -3.487 -1.217 -1.472 1.063 -0.922
H -1.673 -1.506 -1.734 -1.988 -2.434 -1.613
H -2.058 -0.238 -2.023 0.129 -0.526 0.150
H -0.197 1.683 -0.684 0.585 -0.631 -0.291
H -1.103 0.488 0.168 -0.073 -0.176 -0.421
H 0.362 2.674 2.627 -0.234 -0.123 -0.094
H -1.134 2.324 1.673 0.200 0.465 0.046
H 0.320 3.192 0.946 -0.515 0.119 0.007
H 3.569 1.510 1.019 -0.132 -0.013 0.163
H 1.674 1.476 0.928 -0.209 -1.136 0.277
O 2.831 1.662 0.424 0.446 0.456 -0.399
```
Positions in Å, forces in eV/Å.

Output
Total charge = -1
Relative energy (zero: lowest compared OMol25 entry of this formula, charge and spin) = 111.7 kcal/mol
LUMO energy (alpha / beta) = 3.75 / 1.20 eV
E_HOMO (alpha / beta) = -0.1079 / -0.1032 Eh
Spin multiplicity = 2

Mulliken atomic charge list, values in e, 5 entries:
1 C -0.35
2 N -0.27
3 C -0.71
4 N -0.64
5 C -0.53